1.
33
Properties=species:S:1:pos:R:3:forces:R:3 method="wB97M-V/def2-TZVPD" de_lowest_kcal_mol=8.32 charge=-2
Na -1.1084 -0.3439 1.3346 0.8 -0.8 -0.7
C 3.3431 1.4677 1.1691 -0.2 -1.4 0.2
F 3.5883 1.7349 2.4671 -0.2 0.5 0.0
F 2.5081 2.3949 0.6876 0.3 0.3 0.1
F 4.5150 1.5884 0.5352 0.1 0.2 -0.2
S 2.6657 -0.3053 1.0389 0.1 -1.3 -0.4
O 2.9000 -0.7182 -0.3331 -0.1 0.9 0.9
O 3.4656 -0.9996 2.0317 -0.2 0.7 -0.2
O 1.2550 -0.1512 1.4145 0.3 0.4 0.0
C -2.2432 -0.7208 -3.5602 0.7 0.3 1.4
F -1.9561 -0.5291 -4.8406 -0.1 0.3 -0.6
F -3.3785 -0.0662 -3.2668 -0.5 0.2 -0.2
F -2.4793 -2.0183 -3.3955 -0.2 -0.5 0.0
S -0.8361 -0.1632 -2.4538 1.3 0.3 -0.6
O 0.2476 -0.9109 -3.0432 -0.3 -0.1 0.1
O -0.7253 1.2790 -2.6509 -0.7 -0.5 0.1
O -1.2385 -0.5714 -1.1183 -0.5 0.3 0.2
C -0.4845 -5.3006 0.9774 -0.2 0.9 0.0
F -0.8048 -5.6380 -0.2950 0.1 -0.2 0.7
F -1.5724 -5.5814 1.7591 0.6 -0.1 -0.5
F 0.5258 -6.0873 1.3984 -0.5 -0.1 -0.3
S 0.0305 -3.4534 1.0765 1.4 -0.4 0.6
O 1.1790 -3.5016 1.9717 -0.9 -0.2 -0.3
O 0.3427 -3.1003 -0.2835 -0.7 -0.3 0.4
O -1.1590 -2.8454 1.6901 -0.1 0.4 -0.4
Cl -0.3003 2.3180 0.5124 -0.3 0.5 -0.2
C -0.4356 4.0093 1.0247 -0.7 0.0 0.2
C -1.4998 4.8310 0.3056 -0.3 -0.5 1.0
Cl -3.1445 4.2573 0.8117 0.0 -0.1 -0.2
H 0.5369 4.4935 0.9648 0.1 -0.1 -0.2
H -0.7581 4.0120 2.0654 0.3 -0.1 0.1
H -1.5016 4.8111 -0.7767 0.3 0.1 0.0
H -1.4773 5.8090 0.7811 0.2 0.3 -0.6


2.
95
Properties=species:S:1:pos:R:3:forces:R:3 method="wB97M-V/def2-TZVPD" smiles="COC[C@@H]1OS(=O)(=O)O[C@@H]1CB(O)O.O=[N+]([O-])c1ccccc1.O=[N+]([O-])c1ccccc1.O=[N+]([O-])c1ccccc1.O=[N+]([O-])c1ccccc1.O=[N+]([O-])c1ccccc1"
C -4.1023 2.0727 2.1308 0.2 0.4 -0.4
O -4.5848 1.0768 1.2427 -0.2 0.0 0.0
C -5.9548 0.8167 1.4937 0.4 -0.2 0.5
C -5.9953 -0.4124 2.4140 -0.7 0.6 -2.0
O -5.7254 -1.5247 1.4861 -0.1 -0.1 1.0
S -7.0811 -2.2284 1.0492 -0.4 0.1 -0.5
O -7.6876 -1.5802 -0.0672 0.3 0.3 -0.1
O -6.8005 -3.6124 0.9518 -0.2 -0.1 0.4
O -7.9968 -1.8201 2.3074 1.1 -0.1 -0.8
C -7.2881 -0.8418 3.0784 0.0 -0.3 2.6
C -8.2273 0.2103 3.6479 -1.0 0.2 -0.4
B -9.0410 1.0029 2.5430 0.1 0.6 0.2
O -10.0017 0.3904 1.7826 0.6 -0.3 -0.4
O -8.7339 2.3454 2.3710 0.5 -0.5 -0.6
H -4.5057 1.9931 3.1302 -0.1 -0.2 0.2
H -3.0219 2.0157 2.1974 0.2 -0.2 -0.1
H -4.3641 3.0580 1.7397 0.0 0.2 0.0
H -6.4167 1.6995 1.9301 -0.2 0.0 0.1
H -6.4547 0.5402 0.5697 0.0 0.2 -0.2
H -5.2175 -0.3054 3.1596 0.3 -0.4 0.0
H -6.9458 -1.3893 3.9615 0.0 -0.2 0.0
H -8.9442 -0.3178 4.2760 0.0 -0.2 0.1
H -7.7021 0.9013 4.3019 0.3 0.0 0.0
H -9.9031 0.5924 0.8416 -0.5 0.0 0.2
H -8.7578 2.5763 1.4314 -0.4 0.4 0.3
O -0.7607 -3.6135 5.2678 0.0 0.0 0.0
N -1.7770 -3.4086 4.6319 -0.1 -0.1 0.2
O -2.9003 -3.4891 5.0972 0.1 0.1 0.0
C -1.6503 -3.0566 3.2167 0.0 0.1 -0.1
C -0.3909 -3.0140 2.6454 0.2 -0.1 0.0
C -0.2790 -2.7186 1.2986 -0.3 -0.1 0.2
C -1.4198 -2.4682 0.5455 0.0 -0.1 -0.1
C -2.6728 -2.4990 1.1430 0.2 0.0 -0.2
C -2.7951 -2.7943 2.4883 -0.2 0.0 0.0
H 0.4886 -3.2159 3.2370 -0.1 0.0 0.1
H 0.6953 -2.6929 0.8404 0.1 0.0 0.0
H -1.3219 -2.2390 -0.5108 -0.2 -0.1 0.3
H -3.5558 -2.3038 0.5546 0.0 0.0 0.0
H -3.7679 -2.8287 2.9531 0.0 -0.1 0.1
O -0.5095 -1.1080 -2.0756 0.1 0.1 -0.2
N 0.5893 -0.8754 -1.6058 -0.1 0.0 0.0
O 0.7907 -0.6273 -0.4344 0.1 0.2 -0.1
C 1.7425 -0.9037 -2.5133 0.1 0.0 -0.1
C 1.5327 -1.1561 -3.8560 -0.1 0.0 -0.2
C 2.6217 -1.1638 -4.7106 0.1 0.0 0.1
C 3.8973 -0.9247 -4.2174 0.0 0.0 0.0
C 4.0867 -0.6806 -2.8636 0.0 0.0 -0.1
C 3.0043 -0.6681 -2.0009 0.2 0.0 0.2
H 0.5389 -1.3417 -4.2329 -0.1 0.0 0.1
H 2.4754 -1.3548 -5.7640 0.0 0.0 0.0
H 4.7446 -0.9267 -4.8875 0.0 0.0 0.0
H 5.0804 -0.4954 -2.4800 0.0 0.0 0.0
H 3.1449 -0.4754 -0.9484 -0.1 0.0 0.0
O 6.6404 -1.6758 -5.7464 0.1 0.0 -0.1
N 7.6898 -1.1083 -5.5078 -0.1 0.0 0.0
O 8.1224 -0.1694 -6.1427 0.0 0.0 0.0
C 8.4837 -1.5916 -4.3717 0.1 -0.1 0.1
C 8.0284 -2.6802 -3.6521 -0.1 -0.2 0.1
C 8.7886 -3.1427 -2.5919 0.1 0.1 0.0
C 9.9823 -2.5138 -2.2653 0.0 0.0 0.0
C 10.4174 -1.4164 -2.9955 0.0 -0.1 0.1
C 9.6655 -0.9480 -4.0589 0.2 0.2 0.0
H 7.0990 -3.1638 -3.9114 0.0 0.1 -0.1
H 8.4504 -3.9957 -2.0215 0.0 0.0 0.0
H 10.5757 -2.8806 -1.4391 0.0 0.0 0.0
H 11.3449 -0.9259 -2.7375 0.0 0.0 0.0
H 9.9976 -0.0958 -4.6313 -0.1 0.0 -0.1
O -3.8918 0.8344 5.2030 -0.1 -0.1 0.3
N -4.7043 1.4982 5.8211 0.0 0.0 -0.2
O -5.3371 2.4172 5.3362 -0.1 0.0 0.0
C -4.9521 1.1842 7.2310 0.0 0.0 0.2
C -4.2279 0.1773 7.8342 0.2 -0.2 0.0
C -4.4571 -0.0998 9.1711 -0.1 0.0 0.1
C -5.4018 0.6279 9.8799 0.0 0.0 0.0
C -6.1255 1.6345 9.2528 0.1 -0.1 0.1
C -5.9021 1.9198 7.9182 -0.1 0.1 0.0
H -3.4953 -0.3863 7.2792 0.0 0.0 -0.1
H -3.8951 -0.8836 9.6579 0.0 0.0 0.0
H -5.5748 0.4118 10.9253 0.0 0.0 0.0
H -6.8624 2.1991 9.8056 0.0 0.0 0.0
H -6.4589 2.7016 7.4256 0.1 0.0 -0.1
O 7.2039 2.8241 -4.7665 0.0 0.0 0.0
N 7.1071 3.9290 -5.2636 0.0 0.0 0.1
O 6.7849 4.9319 -4.6595 0.0 0.0 0.0
C 7.4017 4.0608 -6.6991 0.0 0.0 -0.1
C 7.7384 2.9307 -7.4176 0.0 -0.3 0.0
C 7.9967 3.0535 -8.7724 0.0 0.1 -0.1
C 7.9185 4.2963 -9.3854 0.0 0.0 0.0
C 7.5861 5.4219 -8.6434 0.0 -0.1 -0.1
C 7.3240 5.3080 -7.2888 0.0 0.2 0.0
H 7.7981 1.9664 -6.9384 -0.1 0.0 0.1
H 8.2562 2.1776 -9.3495 0.0 0.0 0.0
H 8.1160 4.3885 -10.4448 0.0 0.0 0.0
H 7.5280 6.3894 -9.1213 0.0 0.0 0.0
H 7.0625 6.1779 -6.7064 0.0 0.0 0.1


3.
17
Properties=species:S:1:pos:R:3:forces:R:3 method="wB97M-V/def2-TZVPD" de_lowest_kcal_mol=24.39 multiplicity=2 charge=-1
N -0.5435 -1.7460 1.0806 -0.7 -0.2 0.2
C 0.7998 -1.2286 1.2729 0.3 -0.4 -0.2
C 0.9416 0.2246 0.8521 0.8 -0.2 0.1
N 0.6418 0.4967 -0.5376 -0.2 0.4 0.0
C -0.6555 1.1708 -0.8220 -0.4 0.2 0.2
C -0.8695 1.5912 -2.2468 -0.1 -0.6 0.0
O -0.9874 2.8227 -2.5939 0.1 0.1 0.0
H -0.8930 -2.3154 1.8363 0.2 0.0 0.1
H -0.7070 -2.2525 0.2236 0.2 0.2 -0.1
H 1.0901 -1.3362 2.3223 -0.1 0.1 0.1
H 1.5400 -1.8199 0.7121 0.0 0.0 0.0
H 0.3755 0.8442 1.5466 -0.4 0.2 -0.3
H 2.0001 0.4874 1.0384 -0.1 0.0 0.1
H 0.6915 -0.3363 -1.1123 0.1 0.0 0.0
H -0.6985 2.0874 -0.2253 0.2 0.0 0.0
H -1.4881 0.5343 -0.4376 0.1 0.0 -0.2
H -1.2378 0.7755 -2.9093 -0.1 0.2 0.0


Calculated total energy across the listed records, respectively: -4046.3435; -3330.8171; -343.0837 hartree.